The following is a quantum chemistry calculation of a 9-piece molecular cluster, C27H72O27S9 overall at a distorted geometry, from OMol25.

```
135
C27H72O27S9 the ωB97M-V functional and the def2-TZVPD basis
C -0.449 -1.712 -2.522
C -1.030 -2.613 -3.562
O -0.223 -3.811 -3.664
S 0.014 -4.371 -5.211
C 0.092 -6.122 -4.786
O -1.160 -4.051 -5.973
O 1.312 -3.941 -5.620
H -1.031 -0.801 -2.392
H 0.486 -1.354 -2.969
H -0.159 -2.229 -1.609
H -2.040 -2.944 -3.300
H -1.050 -2.123 -4.535
H -0.934 -6.449 -4.617
H 0.786 -6.327 -3.984
H 0.297 -6.565 -5.763
C 6.674 1.072 -2.349
C 7.050 1.681 -3.681
O 6.642 3.049 -3.751
S 6.777 3.934 -5.079
C 5.224 3.465 -5.877
O 6.698 5.320 -4.671
O 7.911 3.461 -5.813
H 6.995 0.039 -2.259
H 5.592 1.158 -2.228
H 7.137 1.706 -1.590
H 8.103 1.478 -3.878
H 6.498 1.171 -4.478
H 4.466 3.461 -5.094
H 5.368 2.396 -6.046
H 4.945 4.082 -6.720
C -3.042 -2.565 2.627
C -3.060 -1.271 3.388
O -3.871 -0.299 2.695
S -5.211 0.260 3.363
C -6.166 -1.225 3.663
O -4.920 0.830 4.672
O -5.888 0.930 2.264
H -2.964 -2.451 1.542
H -4.014 -3.069 2.588
H -2.347 -3.249 3.111
H -3.422 -1.419 4.413
H -2.099 -0.848 3.690
H -6.103 -1.817 2.753
H -7.165 -0.936 3.973
H -5.726 -1.840 4.447
C -8.874 4.647 0.079
C -7.758 3.838 0.767
O -6.791 4.782 1.254
S -5.476 5.167 0.325
C -4.469 3.683 0.575
O -5.952 5.243 -1.038
O -4.906 6.269 1.041
H -8.445 5.520 -0.406
H -9.626 4.993 0.790
H -9.413 4.097 -0.697
H -8.182 3.343 1.636
H -7.295 3.159 0.051
H -3.504 3.914 0.135
H -5.047 2.920 0.058
H -4.483 3.499 1.645
C 5.098 -1.830 -1.521
C 4.509 -1.971 -0.123
O 3.125 -1.558 -0.201
S 2.016 -2.707 0.193
C 2.320 -3.959 -1.111
O 2.438 -3.339 1.417
O 0.713 -2.120 0.112
H 4.943 -0.766 -1.744
H 4.589 -2.335 -2.338
H 6.186 -1.878 -1.541
H 4.795 -2.899 0.372
H 4.939 -1.188 0.504
H 1.964 -4.908 -0.725
H 3.400 -3.958 -1.228
H 1.838 -3.635 -2.030
C -7.678 -6.553 -1.524
C -7.077 -5.719 -0.409
O -6.464 -4.605 -1.030
S -5.553 -3.644 -0.093
C -4.783 -2.687 -1.412
O -6.462 -2.877 0.718
O -4.598 -4.524 0.560
H -8.596 -6.099 -1.904
H -8.052 -7.509 -1.151
H -6.986 -6.696 -2.351
H -7.900 -5.435 0.255
H -6.392 -6.306 0.207
H -3.959 -3.311 -1.741
H -4.490 -1.723 -1.002
H -5.562 -2.499 -2.147
C 1.888 2.544 5.763
C 1.005 1.386 5.311
O 1.727 0.154 5.133
S 1.006 -1.241 5.543
C 1.738 -2.305 4.259
O 1.428 -1.719 6.834
O -0.399 -1.136 5.232
H 2.931 2.468 5.466
H 1.869 2.488 6.853
H 1.442 3.484 5.449
H 0.217 1.223 6.049
H 0.467 1.623 4.391
H 1.698 -1.849 3.275
H 1.146 -3.217 4.261
H 2.778 -2.515 4.495
C 2.367 1.073 -2.290
C 1.606 1.873 -1.218
O 0.663 0.895 -0.723
S -0.411 1.449 0.344
C -1.488 0.010 0.480
O 0.266 1.649 1.606
O -1.143 2.500 -0.348
H 3.104 1.739 -2.735
H 1.634 0.663 -2.982
H 2.791 0.197 -1.797
H 2.278 2.211 -0.432
H 1.026 2.688 -1.651
H -2.529 0.181 0.221
H -1.512 -0.288 1.527
H -1.012 -0.781 -0.093
C 5.000 3.495 -0.081
C 4.901 4.716 0.810
O 6.108 5.410 1.105
S 7.320 4.798 1.962
C 6.444 4.117 3.409
O 7.930 3.715 1.214
O 8.069 5.955 2.373
H 5.755 2.765 0.203
H 5.257 3.824 -1.092
H 4.047 2.982 -0.172
H 4.101 5.401 0.523
H 4.519 4.516 1.825
H 7.198 3.747 4.106
H 5.746 3.316 3.183
H 5.937 4.870 4.012
```

Computed properties:
Energy relative to the best compared isomer or geometry (same formula, charge and spin) in eV: 3.3746
Structure (SMILES): CCOS(C)(=O)=O.CCOS(C)(=O)=O.CCOS(C)(=O)=O.CCOS(C)(=O)=O.CCOS(C)(=O)=O.CCOS(C)(=O)=O.CCOS(C)(=O)=O.CCOS(C)(=O)=O.CCOS(C)(=O)=O
HOMO-LUMO gap in eV: 10.322
Total energy in eV: -181959.61724
HOMO energy in eV: -10.59
Max |F| in eV Å⁻¹: 2.56